Below is an isolated ion of composition C7H9N4S and charge +1 in a non-equilibrium geometry, with properties calculated with ωB97M-V/def2-TZVPD.

Positions of all 21 atoms, in Å:
1 C 0.340417 2.894842 -0.063175
2 C -0.766156 2.118619 0.059320
3 C 1.603912 2.359838 0.021942
4 C -0.632770 0.710334 0.255952
5 C 0.681061 0.243715 0.082727
6 C 3.220225 -0.402406 0.027000
7 C 0.151771 -2.104770 -0.480801
8 N 1.682883 1.065946 0.020027
9 N 2.323539 -1.350775 0.243206
10 N 0.968486 -1.139421 0.200454
11 N -1.643878 -0.067926 0.547473
12 S 4.545877 0.390566 -0.010586
13 H 0.335749 4.004013 -0.242537
14 H -1.827321 2.585967 0.034465
15 H 2.608075 2.816015 -0.060604
16 H -0.132546 -2.872633 0.269500
17 H -0.685478 -1.387427 -0.987482
18 H 0.741095 -2.620787 -1.153829
19 H 2.600330 -2.277513 0.431079
20 H -2.543401 0.223927 0.245249
21 H -1.392674 -0.952766 1.013056

Force components x, y, z for each atom (eV/Å):
C 1.021 3.191 -0.384
C -2.454 -0.695 0.027
C 1.281 0.078 -0.741
C 1.925 3.116 -1.014
C -1.265 -0.452 0.838
C -1.178 1.124 0.566
C -2.332 1.686 0.361
N 1.047 -3.263 0.150
N 1.354 1.923 -0.900
N 0.016 2.025 0.949
N -0.622 -2.261 1.067
S 0.301 -1.021 -0.093
H -0.572 -1.240 0.376
H 2.007 -0.875 0.126
H -0.938 0.484 0.151
H -0.823 0.561 -0.600
H 1.745 -2.857 1.042
H 0.961 -0.852 -2.082
H 0.608 -1.124 0.312
H -0.843 -0.378 0.406
H -1.237 0.830 -0.556

## Properties
Calculated total energy (eV): -24190.740
E_HOMO (eV): -11.74
Maximum force (Eh/bohr): 0.0739
Gap between HOMO and LUMO (eV): 7.56
Energy relative to the best compared isomer or geometry (same formula, charge and spin) (eV): 2.346
LUMO (eV): -4.19
Total charge: +1